one) Computed, not measured: the ion C7H12NOS with charge +1, with ωB97M-V/def2-TZVPD.

## Properties
Kohn-Sham gap (eV): 9.04
Structure (SMILES): C[C@@]([NH3+])(CO)c1cccs1
Net charge: +1

The geometry in XYZ format:
```
22
C7H12NOS ωB97M-V/def2-TZVPD
C -1.346 0.218 -1.296
C -0.416 0.447 -0.089
N -0.610 1.951 0.157
C -1.110 -0.367 1.477
O -1.520 -1.704 1.260
C 0.988 -0.061 -0.035
C 1.507 -1.160 -0.679
C 2.925 -1.391 -0.349
C 3.495 -0.340 0.245
S 2.288 0.819 0.699
H -2.326 0.171 -1.051
H -1.189 -0.842 -1.713
H -1.132 0.935 -2.039
H -0.049 2.232 0.931
H -1.495 2.204 0.545
H -0.316 2.465 -0.645
H -0.335 -0.127 2.068
H -2.034 0.335 1.642
H -0.857 -2.377 1.615
H 0.876 -1.833 -1.269
H 3.538 -2.235 -0.651
H 4.462 -0.298 0.513
```


two) Computed, not measured: a structure of composition C7H12NOS, with ωB97M-V/def2-TZVPD.

## Properties
Kohn-Sham gap (alpha / beta) (eV): 8.59 / 8.59
Net charge: +1

The geometry in XYZ format:
```
22
C7H12NOS ωB97M-V/def2-TZVPD
C 2.783 -0.267 0.219
C -0.663 -0.351 1.213
C -2.134 0.241 -0.523
C -1.776 -0.953 0.297
C 0.191 -0.179 -0.046
C 2.860 -1.693 0.167
C -0.629 2.254 -0.373
N -0.774 0.850 -0.823
O 3.280 0.730 0.344
S -0.427 -1.743 -0.626
H -0.886 0.631 1.650
H -0.355 -1.053 2.020
H -2.508 0.107 -1.624
H -2.766 0.977 -0.045
H -2.393 -1.790 0.588
H 3.482 -1.920 -0.742
H 1.859 -2.243 -0.023
H 3.260 -1.882 1.115
H 0.294 2.084 0.174
H -0.638 2.962 -1.282
H -1.556 2.516 0.083
H -0.504 0.723 -1.763
```


Which of them is most stable, and which least? Most stable: one); least stable: two).


one) Computed, not measured: a cluster of 2 separate species, C3H9O in total, with ωB97M-V/def2-TZVPD.

## Properties
Kohn-Sham gap (eV): 6.56
Net charge: -1

The geometry in XYZ format:
```
13
C3H9O ωB97M-V/def2-TZVPD
C 1.800 -1.281 1.158
H 1.001 -0.776 1.689
H 1.429 -1.871 0.315
H 2.447 -0.546 0.662
H 2.445 -1.988 1.682
C -1.459 0.178 -0.366
O -1.208 0.007 0.896
C -0.834 1.485 -0.992
H -1.081 -0.663 -1.139
H -2.560 0.153 -0.642
H -1.183 1.707 -2.004
H -1.054 2.236 -0.233
H 0.257 1.359 -1.026
```


two) Computed, not measured: a cluster of 2 separate species, C3H9O in total, with ωB97M-V/def2-TZVPD.

## Properties
Kohn-Sham gap (eV): 6.51
Net charge: -1

The geometry in XYZ format:
```
13
C3H9O ωB97M-V/def2-TZVPD
C 1.381 -2.741 -0.238
H 0.464 -2.153 -0.062
H 1.173 -3.504 -1.022
H 2.136 -2.075 -0.709
H 1.716 -3.285 0.700
C -0.485 1.274 -0.288
O -0.837 -0.066 -0.256
C -1.210 2.179 0.682
H 0.639 1.462 -0.353
H -0.748 1.770 -1.343
H -0.873 3.265 0.649
H -2.297 2.208 0.580
H -1.060 1.668 1.663
```


Which of them is most stable, and which least? Most stable: one); least stable: two).


one) Computed, not measured: a cluster of 4 separate species, C3H11NO3 in total, with ωB97M-V/def2-TZVPD.

## Properties
Kohn-Sham gap (eV): 9.93
Structure (SMILES): C=CN=C.O.O.O
Net charge: 0

The geometry in XYZ format:
```
18
C3H11NO3 ωB97M-V/def2-TZVPD
C 0.313 0.024 -2.647
C 0.886 -0.203 -1.466
N 0.183 -0.894 -0.417
C -1.056 -0.697 -0.232
H -0.763 0.068 -2.735
H 0.890 0.222 -3.538
H 1.957 -0.303 -1.380
H -1.552 -1.397 0.433
H -1.618 0.131 -0.664
O 0.585 -2.748 1.904
H 0.881 -2.062 1.289
H 1.114 -2.583 2.692
O 1.439 1.989 0.440
H 0.690 1.386 0.442
H 1.880 1.894 1.290
O -2.279 1.537 1.415
H -2.186 2.319 1.970
H -1.366 1.318 1.202
```


two) Computed, not measured: a cluster of 4 separate species, C3H11NO3 in total, with ωB97M-V/def2-TZVPD.

## Properties
Kohn-Sham gap (eV): 8.10
Structure (SMILES): C=CN=C.O.O.O
Net charge: 0

The geometry in XYZ format:
```
18
C3H11NO3 ωB97M-V/def2-TZVPD
C -1.154 1.978 -1.495
C -1.042 0.841 -0.766
N -1.694 -0.379 -0.901
C -2.654 -0.287 -1.757
H -1.336 1.952 -2.561
H -1.176 2.957 -1.059
H -0.305 0.979 0.014
H -3.524 0.318 -1.632
H -2.710 -1.120 -2.450
O 0.357 0.604 -3.508
H 0.923 1.301 -3.167
H 0.537 0.546 -4.452
O 2.436 0.045 2.880
H 2.260 0.624 2.124
H 1.534 -0.187 3.132
O 2.270 -3.388 5.571
H 2.527 -4.084 4.947
H 2.750 -2.701 5.081
```


Which of them is most stable, and which least? Most stable: one); least stable: two).


one) Computed, not measured: a cluster of 3 separate species, C3H11NO3 in total, with ωB97M-V/def2-TZVPD.

## Properties
Kohn-Sham gap (eV): 10.79
Structure (SMILES): CNCC=O.O.O
Net charge: 0

The geometry in XYZ format:
```
18
C3H11NO3 ωB97M-V/def2-TZVPD
C 2.037 0.275 -1.018
N 0.888 0.030 -0.035
C -0.229 -0.669 -0.872
C -1.655 -0.811 -0.105
O -2.708 -0.697 -0.709
H 2.157 -0.717 -1.591
H 1.876 1.041 -1.795
H 3.092 0.457 -0.621
H 0.509 0.984 0.198
H -0.100 -1.630 -1.408
H -0.461 0.134 -1.735
H -1.490 -1.187 0.954
O 0.597 -1.075 2.744
H 1.389 -0.917 3.222
H 0.859 -0.832 1.730
O -1.948 1.945 0.260
H -2.411 2.454 0.943
H -2.402 1.216 -0.162
```


two) Computed, not measured: a cluster of 3 separate species, C3H11NO3 in total, with ωB97M-V/def2-TZVPD.

## Properties
Kohn-Sham gap (eV): 9.32
Structure (SMILES): CN=O.CO.CO
Net charge: 0

The geometry in XYZ format:
```
18
C3H11NO3 ωB97M-V/def2-TZVPD
C 1.330 1.763 0.167
N 0.127 2.076 -0.531
O 0.186 2.174 -1.744
H 2.233 1.826 -0.447
H 1.383 2.404 1.047
H 1.203 0.736 0.541
C 1.363 -2.370 0.069
O 0.759 -1.386 0.871
H 2.282 -2.668 0.572
H 0.717 -3.251 -0.040
H 1.607 -1.985 -0.930
H -0.061 -1.099 0.432
C -2.396 0.321 0.302
O -1.366 -0.163 -0.534
H -2.320 1.406 0.428
H -3.379 0.062 -0.098
H -2.267 -0.160 1.270
H -1.400 0.314 -1.375
```


three) Computed, not measured: a cluster of 4 separate species, C3H11NO3 in total, with ωB97M-V/def2-TZVPD.

## Properties
Kohn-Sham gap (eV): 9.98
Structure (SMILES): C=CN=C.O.O.O
Net charge: 0

The geometry in XYZ format:
```
18
C3H11NO3 ωB97M-V/def2-TZVPD
C 1.463 -0.898 -1.761
C 1.554 -0.069 -0.656
N 0.702 -0.305 0.472
C 0.931 -1.366 1.177
H 0.655 -1.589 -1.893
H 2.040 -0.505 -2.643
H 1.891 0.999 -0.825
H 0.530 -1.629 2.113
H 1.321 -2.298 0.696
O 0.029 2.609 0.685
H 0.235 1.638 0.490
H 0.195 2.989 -0.176
O -1.648 -1.278 -0.984
H -1.383 -0.493 -1.456
H -1.889 -0.786 -0.170
O -2.223 0.687 1.417
H -2.788 0.801 2.166
H -1.614 1.496 1.347
```


Which of them is most stable, and which least? Most stable: one); least stable: two).


one) Computed, not measured: a cluster of 4 separate species, C3H11NO3 in total, with ωB97M-V/def2-TZVPD.

## Properties
Kohn-Sham gap (eV): 9.35
Structure (SMILES): C=CN=C.O.O.O
Net charge: 0

The geometry in XYZ format:
```
18
C3H11NO3 ωB97M-V/def2-TZVPD
C -1.396 2.069 1.827
C -0.821 2.918 0.963
N -0.562 2.647 -0.429
C -0.619 1.430 -0.786
H -2.191 1.402 1.513
H -1.265 2.197 2.895
H -0.536 3.921 1.268
H -0.345 1.169 -1.800
H -1.090 0.590 -0.274
O -0.990 -4.590 -2.800
H -1.931 -4.642 -2.907
H -0.715 -3.887 -2.205
O 1.451 -4.067 -0.689
H 1.849 -4.928 -0.810
H 1.737 -3.716 -1.539
O 2.118 2.055 2.293
H 2.486 1.994 1.414
H 2.352 1.286 2.812
```


two) Computed, not measured: a cluster of 3 separate species, C3H11NO3 in total, with ωB97M-V/def2-TZVPD.

## Properties
Kohn-Sham gap (eV): 9.22
Structure (SMILES): C[C@@H](N)C=O.O.O
Net charge: 0

The geometry in XYZ format:
```
18
C3H11NO3 ωB97M-V/def2-TZVPD
C 0.604 -0.517 -1.993
C -0.009 0.152 -0.744
N -0.693 1.384 -1.209
C -1.122 -0.780 -0.209
O -0.763 -1.794 0.350
H 0.985 0.258 -2.608
H -0.107 -0.991 -2.640
H 1.429 -1.222 -1.866
H 0.794 0.169 -0.012
H -0.447 1.452 -2.171
H -0.739 2.133 -0.509
H -2.099 -0.482 -0.631
O 1.465 -1.058 2.032
H 0.775 -0.770 2.651
H 1.015 -1.895 1.836
O -0.018 2.094 1.277
H 0.943 1.995 1.318
H -0.111 2.901 1.823
```


Which of them is most stable, and which least? Most stable: two); least stable: one).


one) Computed, not measured: a cluster of 2 separate species, C4H11N3O2 in total, with ωB97M-V/def2-TZVPD.

## Properties
2S+1: 2
Kohn-Sham gap (alpha / beta) (eV): 10.94 / 6.51
⟨S²⟩: 0.759
Net charge: +1

The geometry in XYZ format:
```
20
C4H11N3O2 ωB97M-V/def2-TZVPD
C 1.793 -1.312 -2.670
C 0.808 -0.706 -1.724
O -0.182 -0.087 -2.328
O 0.904 -0.832 -0.519
H 1.990 -2.337 -2.384
H 2.733 -0.787 -2.569
H 1.496 -1.255 -3.707
C -0.772 2.088 0.189
C -0.635 0.205 1.732
N -0.945 0.703 0.517
N -0.925 -1.113 2.009
N -0.138 0.919 2.700
H -0.771 0.304 -1.664
H -0.829 2.814 1.007
H -1.544 2.362 -0.524
H -1.914 -1.309 2.157
H -0.700 -1.682 1.192
H -0.196 1.929 2.624
H -0.303 0.620 3.658
H 0.212 2.225 -0.277
```


two) Computed, not measured: a cluster of 2 separate species, C4H11N3O2 in total, with ωB97M-V/def2-TZVPD.

## Properties
2S+1: 2
Kohn-Sham gap (alpha / beta) (eV): 9.18 / 4.48
⟨S²⟩: 0.763
Net charge: +1

The geometry in XYZ format:
```
20
C4H11N3O2 ωB97M-V/def2-TZVPD
C 3.842 -1.567 -0.343
C 1.603 -0.576 -0.350
N 0.897 0.534 -0.382
N 2.733 -0.895 -1.000
N 1.141 -1.481 0.555
H 1.308 1.368 -0.806
H -1.388 -0.265 0.240
H 2.930 -0.321 -1.804
H 1.756 -2.169 0.978
H 0.280 -1.394 1.085
H 4.779 -1.164 -0.713
H 3.844 -2.649 -0.476
H 3.933 -1.443 0.740
C -1.838 2.123 0.539
C -2.867 1.022 0.359
O -2.349 -0.244 0.414
O -3.997 1.205 0.069
H -1.809 2.561 1.539
H -2.141 2.931 -0.124
H -0.828 1.716 0.385
```


Which of them is most stable, and which least? Most stable: one); least stable: two).